{
  "formula": "C6H11N2O",
  "method": "ωB97M-V/def2-TZVPD",
  "species": ["C", "C", "C", "C", "C", "C", "N", "N", "O", "H", "H", "H", "H", "H", "H", "H", "H", "H", "H", "H"],
  "coordinates": [[2.1229, -1.6923, 0.4137], [2.4112, -0.4052, 0.1212], [0.2793, -0.7469, -0.1786], [-1.8345, 0.3319, 0.6517], [1.0288, 1.5813, -0.3429], [-1.1250, -0.4832, -0.4863], [0.8318, -1.8631, 0.2064], [1.2265, 0.2045, -0.3085], [-1.7324, -1.7186, -0.9091], [2.6701, -2.5002, 0.8371], [3.3297, 0.1445, 0.0175], [-1.8630, 0.0036, 1.6937], [-2.8785, 0.2685, 0.3207], [-1.4476, 1.3162, 0.5508], [0.4128, 1.8628, -1.2299], [0.8516, 2.2060, 0.5778], [1.9748, 1.8805, -0.6033], [-1.1697, 0.3064, -1.3066], [0.2013, -2.7434, 0.3065], [-2.5812, -1.5293, -1.2972]],
  "forces_ev_per_a": [[2.473, 0.124, 0.656], [0.220, 0.471, -0.628], [-0.340, 1.715, -1.184], [-1.011, -1.704, -0.802], [-1.070, 2.647, -1.055], [-1.547, 0.805, -0.471], [-4.539, -2.749, -0.035], [-0.343, -3.892, 2.398], [1.264, 0.843, 0.985], [0.760, -0.152, -0.094], [0.153, -0.144, 0.404], [0.636, -0.340, -0.257], [0.040, 0.644, 0.182], [-0.055, 0.980, 0.264], [0.064, -0.060, 1.018], [-0.567, -1.414, -0.568], [2.315, 1.502, -0.899], [0.300, -1.289, 0.480], [1.806, 1.929, -0.203], [-0.559, 0.084, -0.188]],
  "lowdin_charge": [-0.036, 0.033, -0.200, 0.006, -0.021, -0.312, 0.161, -0.038, 0.008, 0.139, 0.143, 0.098, 0.096, 0.055, 0.134, 0.146, 0.069, 0.167, 0.252, 0.102],
  "total_energy_ha": -419.71178,
  "charge": 1,
  "spin_multiplicity": 1,
  "homo_lumo_gap_ha": 0.4008,
  "smiles": "C[C@H](O)c1[nH]cc[n+]1C",
  "relative_energy_kj_mol": 118.4,
  "homo_energy_ev": -13.93
}